Entry 1:
Molecular formula: C58H68N5O37P
Method: DFT, wB97M-V/def2-TZVPD

- E_HOMO (eV) = -1.9
- lowest unoccupied orbital energy (eV) = 1.29
- gap between HOMO and LUMO (eV) = 3.14

The geometry in ORCA input format:
```
! RIJCOSX wB97M-V def2-TZVPD def2/J DEFGRID3
* xyz -2 1
C -1.886 -0.047 2.724
C -1.156 -0.129 1.395
C -0.445 1.146 1.176
O 0.262 1.066 -0.053
C -0.451 1.126 -1.384
N -0.224 -1.366 1.369
H -0.046 -1.793 2.267
H -0.729 -2.159 0.999
H 0.594 -1.497 0.791
H -2.579 0.783 2.590
H -1.270 0.084 3.614
H -2.485 -0.910 3.013
H -1.926 -0.250 0.633
H 0.213 1.292 2.033
H -1.120 1.979 0.981
H -0.529 0.120 -1.796
H 0.220 1.646 -2.068
H -1.385 1.677 -1.496
P -1.653 -4.867 0.591
O -1.313 -5.304 2.112
O -1.985 -3.342 0.582
O -2.904 -5.609 -0.074
O -0.399 -5.103 -0.256
C -0.068 0.237 7.093
O -0.472 -0.295 8.097
N -0.441 1.399 6.570
C -0.021 1.853 5.273
C -1.410 2.265 7.107
H 0.722 -0.249 6.499
H 0.412 1.176 4.537
H 0.590 2.732 5.480
H -0.915 2.085 4.694
H -0.977 3.239 7.335
H -2.111 2.381 6.280
H -2.047 2.015 7.956
C 2.784 5.561 -0.984
O 3.642 6.393 -0.763
N 1.558 5.800 -1.478
C 1.247 7.183 -2.071
C 0.780 4.710 -1.878
H 2.859 4.479 -0.797
H 1.214 7.934 -1.282
H 0.300 7.190 -2.612
H 1.983 7.631 -2.738
H 1.054 3.795 -1.353
H -0.250 4.964 -1.627
H 0.869 4.466 -2.937
C -2.748 4.899 1.316
O -2.657 4.132 0.400
N -1.688 5.642 1.752
C -0.321 5.375 1.286
C -1.793 6.630 2.859
H -3.664 5.296 1.780
H 0.303 5.033 2.111
H 0.112 6.276 0.853
H -0.125 4.532 0.622
H -2.803 6.787 3.239
H -1.181 6.363 3.721
H -1.414 7.579 2.482
C -5.991 3.481 -0.295
O -6.645 4.388 0.199
N -6.130 2.190 0.010
C -7.316 1.724 0.820
C -5.103 1.229 -0.253
H -5.105 3.676 -0.919
H -7.641 0.715 0.567
H -8.253 2.252 0.639
H -7.204 1.691 1.903
H -5.057 0.551 0.598
H -5.332 0.598 -1.112
H -4.092 1.634 -0.298
C -2.482 -3.506 -2.658
C -2.469 -2.205 -2.372
C -3.041 -1.148 -3.312
O -3.139 0.028 -2.999
C -3.462 -1.681 -4.635
C -3.450 -3.019 -4.901
C -2.888 -4.119 -3.981
O -2.866 -5.352 -4.264
O -3.776 -3.484 -6.152
O -2.122 -1.811 -1.178
H -2.065 -4.076 -1.841
H -3.738 -1.072 -5.484
H -3.686 -4.432 -6.031
H -2.079 -2.515 -0.526
C 4.969 1.086 -1.692
C 3.810 0.751 -1.036
C 3.511 -0.553 -0.257
O 2.389 -0.888 0.251
C 4.743 -1.393 -0.087
C 5.830 -1.110 -0.889
C 5.980 0.090 -1.843
O 6.872 0.229 -2.736
O 6.962 -1.892 -0.838
O 2.972 1.770 -0.846
H 5.046 2.097 -2.062
H 4.677 -2.257 0.559
H 6.771 -2.704 -0.362
H 2.337 1.424 -0.215
C 4.879 0.697 2.867
C 3.684 1.181 2.837
C 3.429 2.597 2.242
O 2.295 3.023 1.936
C 4.667 3.309 1.936
C 5.905 2.882 1.963
C 6.160 1.458 2.528
O 7.272 0.939 2.657
O 6.934 3.620 1.519
O 2.574 0.538 3.216
H 4.979 -0.349 3.114
H 4.587 4.259 1.429
H 6.804 4.570 1.565
H 2.600 -0.421 3.261
C 1.739 -5.889 3.003
C 1.676 -4.575 2.994
C 2.745 -3.664 3.389
O 2.630 -2.406 3.476
C 4.101 -4.292 3.630
C 4.175 -5.693 3.680
C 2.901 -6.658 3.558
O 2.844 -7.780 3.861
O 5.332 -6.365 3.931
O 0.663 -3.869 2.508
H 0.891 -6.480 2.691
H 5.000 -3.707 3.755
H 5.175 -7.188 4.399
H -0.017 -4.499 2.260
C -7.254 -3.048 2.654
C -6.745 -3.645 3.790
C -5.253 -3.781 3.924
O -4.593 -4.278 4.844
C -4.471 -3.253 2.771
C -4.987 -2.695 1.645
C -6.492 -2.465 1.515
O -7.050 -1.889 0.598
O -4.191 -2.193 0.685
O -7.525 -4.172 4.787
H -8.294 -3.004 2.364
H -3.394 -3.317 2.722
H -3.293 -2.512 0.802
H -6.936 -4.449 5.492
C 0.356 -4.492 -3.323
C 0.735 -3.362 -2.717
C 1.017 -2.109 -3.444
O 1.430 -1.024 -3.031
C 0.798 -2.339 -4.878
C 0.429 -3.448 -5.502
C 0.257 -4.710 -4.841
O 0.283 -5.827 -5.360
O 0.403 -3.424 -6.884
O 1.031 -3.267 -1.383
H 0.243 -5.441 -2.819
H 0.706 -1.437 -5.465
H 0.036 -4.219 -7.277
H 0.451 -3.864 -0.905
C 4.399 1.073 -7.103
C 3.953 1.542 -8.264
C 2.468 1.996 -8.378
O 1.938 2.492 -9.391
C 1.682 1.877 -7.098
C 2.178 1.294 -6.004
C 3.562 0.841 -5.901
O 3.961 0.172 -4.988
O 1.403 1.184 -4.893
O 4.651 1.848 -9.395
H 5.465 0.963 -6.967
H 0.629 2.076 -7.228
H 1.935 0.785 -4.201
H 5.589 1.870 -9.192
*
```



Entry 2:
Molecular formula: C5H5N3
Method: DFT, wB97M-V/def2-TZVPD

- E_HOMO (eV) = -8.5
- lowest unoccupied orbital energy (eV) = 0.08
- gap between HOMO and LUMO (eV) = 8.58

The geometry in ORCA input format:
```
! RIJCOSX wB97M-V def2-TZVPD def2/J DEFGRID3
* xyz 0 1
C -1.879 0.131 -0.523
C -1.029 1.211 -0.189
C 0.142 0.818 0.607
C 1.583 0.869 0.037
C -0.042 -0.590 0.467
H -1.673 -1.786 0.071
H -2.963 0.233 -0.833
H -1.280 2.128 -0.585
H 0.266 0.903 1.656
H 2.197 1.773 -0.272
N -1.377 -0.940 0.306
N 2.040 -0.363 -0.465
N 0.881 -1.252 -0.189
*
```



Entry 3:
Molecular formula: CH2O2S
Method: DFT, wB97M-V/def2-TZVPD

- E_HOMO (eV) = -10.0
- lowest unoccupied orbital energy (eV) = 0.17
- gap between HOMO and LUMO (eV) = 10.18

The geometry in ORCA input format:
```
! RIJCOSX wB97M-V def2-TZVPD def2/J DEFGRID3
* xyz 0 1
C -0.774 0.285 -0.033
O -1.879 0.284 -0.485
O 0.164 -0.190 -0.859
S 1.739 -0.057 -0.361
H -0.626 0.473 1.005
H 1.375 -0.796 0.734
*
```



Entry 4:
Molecular formula: C20H20Cl2N4O2
Method: DFT, wB97M-V/def2-TZVPD

- E_HOMO (eV) = -7.7
- lowest unoccupied orbital energy (eV) = 0.28
- gap between HOMO and LUMO (eV) = 7.97

The geometry in ORCA input format:
```
! RIJCOSX wB97M-V def2-TZVPD def2/J DEFGRID3
* xyz 0 1
Cl -0.379 6.341 -2.027
Cl 3.823 1.779 -1.382
N 0.637 0.277 -1.097
N -2.402 0.897 -1.224
N -2.088 -2.280 0.346
O -1.466 -5.231 1.101
O -0.370 -3.627 2.321
C 0.643 1.331 -1.787
C -1.705 -0.016 -0.559
C -2.449 -2.865 1.484
C 3.118 1.147 -5.293
C 1.804 0.922 -5.397
C -2.171 4.445 -1.679
C 3.710 1.508 -4.127
C -2.622 3.210 -1.397
C 1.040 0.909 -4.228
C 0.149 3.704 -1.777
C -0.756 4.694 -1.769
C 2.969 1.544 -2.944
C -1.800 2.091 -1.426
C 1.538 1.276 -3.010
C -0.356 2.431 -1.565
N -2.493 -1.042 -0.088
C -0.602 -5.081 0.046
C 0.438 -4.508 3.149
C -0.343 0.037 0.040
C -3.491 -2.186 2.358
C -1.639 -4.096 2.002
H 3.847 0.885 -6.192
H 1.376 0.621 -6.381
H -2.881 5.185 -1.632
H 4.695 1.547 -4.278
H -3.653 3.005 -1.419
H -0.044 0.671 -4.319
H 1.205 3.953 -1.940
H -3.398 -0.879 -0.468
H -1.086 -5.161 -0.964
H 0.024 -6.005 0.053
H 0.113 -4.267 0.027
H 0.515 -4.118 4.228
H 0.140 -5.544 3.140
H 1.453 -4.640 2.755
H -0.160 -0.938 0.598
H -0.186 0.803 0.818
H -3.159 -1.244 2.654
H -4.270 -2.049 1.612
H -3.846 -2.777 3.223
H -2.209 -4.500 2.858
*
```



Entry 5:
Molecular formula: C17H55BrIN27O19
Method: DFT, wB97M-V/def2-TZVPD

- E_HOMO (eV) = -9.0
- lowest unoccupied orbital energy (eV) = -1.18
- gap between HOMO and LUMO (eV) = 7.85

The geometry in ORCA input format:
```
! RIJCOSX wB97M-V def2-TZVPD def2/J DEFGRID3
* xyz 0 1
O 0.438 -4.535 2.353
N 0.100 -3.588 2.913
O -0.668 -2.714 1.998
C -0.120 -1.446 1.831
Br -1.505 -0.439 0.926
I 0.315 -0.500 3.753
O 1.020 -1.653 1.035
C 1.846 -0.603 0.566
O 1.497 0.048 -0.466
C 3.192 -0.509 1.288
C 3.896 0.838 1.066
O 3.981 1.404 -0.057
O 4.589 1.342 2.148
H 3.862 -1.272 0.850
H 3.084 -0.761 2.348
H 4.011 1.462 2.934
C -3.828 -0.291 -2.393
O -3.880 -0.514 -1.181
N -4.238 0.906 -2.907
N -3.342 -1.162 -3.306
H -4.178 1.115 -3.886
H -4.577 1.599 -2.268
H -2.993 -2.041 -2.977
H -3.300 -0.921 -4.289
C -3.181 -0.193 -7.290
O -3.175 -0.486 -6.092
N -4.042 0.747 -7.782
N -2.342 -0.758 -8.187
H -4.066 1.014 -8.747
H -4.670 1.187 -7.140
H -1.659 -1.419 -7.865
H -2.326 -0.520 -9.159
C 2.165 -3.601 -3.415
O 2.461 -3.876 -4.568
N 1.224 -2.667 -3.095
N 2.753 -4.225 -2.346
H 0.968 -2.443 -2.152
H 0.767 -2.189 -3.848
H 3.451 -4.915 -2.545
H 2.515 -4.028 -1.393
C -1.613 -4.410 6.867
O -1.853 -3.236 6.602
N -2.016 -4.980 8.045
N -0.948 -5.243 6.025
H -1.839 -5.940 8.273
H -2.495 -4.397 8.703
H -0.627 -4.854 5.161
H -0.764 -6.213 6.240
C -6.029 -3.742 5.603
O -7.210 -3.623 5.881
N -5.043 -3.859 6.534
N -5.592 -3.761 4.296
H -4.071 -3.962 6.302
H -5.318 -3.839 7.496
H -6.288 -3.707 3.577
H -4.625 -3.844 4.045
C 6.511 4.869 0.626
O 7.356 5.745 0.763
N 5.595 4.875 -0.382
N 6.437 3.788 1.467
H 4.956 4.115 -0.529
H 5.585 5.661 -1.023
H 7.106 3.725 2.210
H 5.739 3.071 1.375
C 7.562 6.912 -2.815
O 6.378 6.661 -2.626
N 7.958 7.774 -3.802
N 8.551 6.382 -2.048
H 8.915 8.014 -3.981
H 7.240 8.181 -4.369
H 8.270 5.827 -1.259
H 9.520 6.597 -2.174
C 0.982 -2.660 -8.849
O 0.067 -1.933 -9.220
N 1.875 -2.275 -7.898
N 1.168 -3.909 -9.374
H 2.631 -2.849 -7.582
H 1.775 -1.360 -7.502
H 0.525 -4.211 -10.080
H 1.910 -4.520 -9.094
C 1.154 2.845 5.311
O 1.789 1.793 5.202
N -0.032 2.882 5.977
N 1.585 4.018 4.783
H -0.578 3.716 6.079
H -0.370 2.028 6.377
H 2.476 4.027 4.321
H 1.081 4.878 4.871
C -5.760 0.127 2.182
O -5.986 1.296 1.901
N -6.206 -0.450 3.341
N -5.055 -0.693 1.350
H -6.025 -1.408 3.580
H -6.727 0.120 3.979
H -4.682 -0.318 0.490
H -4.866 -1.654 1.560
C -1.417 -9.097 5.503
O -0.785 -8.184 6.022
N -1.905 -9.008 4.233
N -1.671 -10.263 6.162
H -2.426 -9.740 3.789
H -1.732 -8.159 3.731
H -1.317 -10.351 7.095
H -2.185 -11.023 5.761
C 7.986 11.931 -2.585
O 9.203 12.011 -2.550
N 7.327 10.744 -2.423
N 7.189 13.025 -2.800
H 6.330 10.650 -2.454
H 7.882 9.927 -2.258
H 7.647 13.907 -2.922
H 6.189 12.984 -2.829
C -8.817 0.193 -1.263
O -10.016 0.305 -1.055
N -7.889 0.119 -0.270
N -8.308 0.130 -2.539
H -6.904 0.042 -0.436
H -8.212 0.173 0.676
H -8.962 0.181 -3.295
H -7.330 0.034 -2.737
*
```



Entry 6:
Molecular formula: H5NO
Method: DFT, wB97M-V/def2-TZVPD

- E_HOMO (eV) = -9.9
- lowest unoccupied orbital energy (eV) = 0.81
- gap between HOMO and LUMO (eV) = 10.69

The geometry in ORCA input format:
```
! RIJCOSX wB97M-V def2-TZVPD def2/J DEFGRID3
* xyz 0 1
N -0.185 -1.490 -0.081
H -0.210 -0.609 0.441
H -1.014 -2.025 0.197
H -0.302 -1.254 -1.072
O 0.322 1.696 0.471
H 0.113 1.757 -0.489
H 1.277 1.925 0.532
*
```



Entry 7:
Molecular formula: C3H9N2O
Method: DFT, wB97M-V/def2-TZVPD

- E_HOMO (eV) = -15.2
- lowest unoccupied orbital energy (eV) = -4.79
- gap between HOMO and LUMO (eV) = 10.46

The geometry in ORCA input format:
```
! RIJCOSX wB97M-V def2-TZVPD def2/J DEFGRID3
* xyz 1 1
C -1.993 0.809 -0.080
C -0.707 0.438 0.232
C -0.324 -0.849 0.615
N 1.844 0.632 -0.867
N 0.929 -1.191 0.559
O -1.254 -1.616 1.083
H -2.153 1.895 -0.153
H -2.884 0.253 -0.143
H 0.036 1.170 0.213
H 1.000 0.764 -1.469
H 2.354 1.512 -0.881
H 1.138 -2.107 0.866
H 2.468 -0.037 -1.408
H 1.559 -0.542 0.071
H -2.015 -1.131 1.363
*
```



Entry 8:
Molecular formula: C12H30BrN2O4Sr
Method: DFT, wB97M-V/def2-TZVPD

- E_HOMO (eV) = -10.9
- lowest unoccupied orbital energy (eV) = -2.44
- gap between HOMO and LUMO (eV) = 8.47

The geometry in ORCA input format:
```
! RIJCOSX wB97M-V def2-TZVPD def2/J DEFGRID3
* xyz 1 1
Sr 0.326 0.924 -0.091
Br 2.799 2.513 0.257
C -3.115 1.420 1.378
O -2.337 0.612 0.499
C -3.120 -0.214 -0.347
C -2.305 -0.644 -1.542
N -1.033 -1.274 -1.155
C -0.310 -1.673 -2.389
C 0.099 -0.510 -3.280
O 0.724 0.521 -2.535
C 1.462 1.421 -3.340
H -4.147 1.497 1.035
H -2.724 2.438 1.381
H -3.092 1.021 2.394
H -3.980 0.339 -0.732
H -3.473 -1.099 0.197
H -2.123 0.215 -2.188
H -2.928 -1.366 -2.088
H -1.301 -2.119 -0.661
H -0.951 -2.317 -3.008
H 0.577 -2.240 -2.124
H -0.726 -0.113 -3.883
H 0.807 -0.931 -4.005
H 0.809 2.110 -3.890
H 2.101 0.898 -4.057
H 2.105 2.023 -2.695
C 3.251 -1.209 -1.378
O 2.128 -1.152 -0.501
C 2.303 -2.026 0.572
C 1.112 -2.002 1.490
N 0.880 -0.617 1.882
C -0.210 -0.414 2.849
C -0.108 1.026 3.311
O -0.147 1.866 2.146
C -0.374 3.224 2.466
H 3.279 -2.181 -1.875
H 4.175 -1.067 -0.810
H 3.183 -0.374 -2.067
H 3.194 -1.754 1.170
H 2.558 -3.038 0.223
H 1.356 -2.645 2.350
H 0.236 -2.456 1.025
H 1.750 -0.295 2.301
H -0.007 -1.021 3.745
H -1.223 -0.609 2.509
H 0.818 1.215 3.860
H -0.964 1.290 3.937
H -0.646 3.771 1.565
H 0.512 3.680 2.914
H -1.198 3.336 3.184
*
```



Entry 9:
Molecular formula: C3H8F2NPS
Method: DFT, wB97M-V/def2-TZVPD

- E_HOMO (eV) = -9.7
- lowest unoccupied orbital energy (eV) = 0.75
- gap between HOMO and LUMO (eV) = 10.42

The geometry in ORCA input format:
```
! RIJCOSX wB97M-V def2-TZVPD def2/J DEFGRID3
* xyz 0 1
C 1.594 -0.064 1.039
C -0.128 1.773 0.271
C 0.449 0.281 0.084
N -0.788 -0.566 0.115
F -0.530 -2.850 -0.774
F -0.129 -1.199 -2.214
P -1.293 -1.473 -1.124
S -3.082 -1.409 -1.700
H 2.423 0.616 0.752
H 1.202 0.067 2.050
H 2.004 -1.029 0.763
H -0.101 2.013 1.309
H -1.120 1.824 -0.063
H 0.417 2.441 -0.340
H 0.590 0.173 -0.963
H -1.508 -0.596 0.794
*
```